(1)
{"formula": "C60H44BrNO3P2S2Ti", "method": "ωB97M-V with the def2-TZVPD basis set", "homo_energy_ev": [-6.52, -7.42], "orbital_gap_ev": [6.32, 7.21], "spin_multiplicity": 3, "relative_energy_ev": 0.0000, "lumo_ev": [-0.21, -0.21], "total_charge": 0, "symbols": ["Ti", "O", "S", "C", "C", "C", "C", "C", "C", "C", "C", "C", "C", "P", "C", "C", "C", "C", "C", "C", "C", "C", "C", "C", "C", "C", "C", "C", "C", "C", "C", "C", "C", "C", "C", "C", "C", "C", "P", "C", "C", "C", "C", "C", "C", "C", "C", "C", "C", "C", "C", "C", "C", "H", "H", "H", "H", "H", "H", "H", "H", "H", "H", "H", "H", "H", "H", "H", "H", "H", "H", "H", "H", "H", "H", "H", "H", "H", "H", "H", "H", "H", "H", "H", "H", "H", "H", "H", "H", "S", "C", "C", "C", "C", "C", "N", "H", "H", "H", "H", "Br", "C", "C", "C", "C", "C", "C", "C", "O", "O", "H", "H", "H", "H"], "coordinates": [[2.7053, -12.8304, 18.5045], [3.4416, -15.1508, 20.7067], [2.5052, -13.9970, 20.7742], [1.0949, -14.6492, 21.6592], [1.1317, -14.8696, 23.0256], [0.0368, -15.4295, 23.7290], [-1.0881, -15.7631, 23.0236], [-2.4616, -16.3029, 23.3948], [-2.9620, -17.0152, 22.1183], [-1.9989, -16.5742, 21.0401], [-1.8843, -16.8874, 19.7219], [-0.9592, -16.2152, 18.9214], [-0.0354, -15.3332, 19.4599], [1.0194, -14.6140, 18.1430], [-0.2564, -13.9712, 17.0400], [-0.8308, -12.7057, 17.2423], [-1.8616, -12.3029, 16.4232], [-2.2251, -13.0515, 15.3009], [-1.5916, -14.2647, 15.0679], [-0.6553, -14.7498, 15.9653], [1.6525, -16.1166, 17.3657], [2.0143, -16.1212, 16.0227], [2.6665, -17.2342, 15.4953], [2.9392, -18.3327, 16.2736], [2.5278, -18.3711, 17.5802], [1.9174, -17.2524, 18.1280], [0.0186, -15.1219, 20.8591], [-1.0601, -15.6984, 21.6089], [2.9907, -12.7546, 21.9477], [2.0284, -12.0296, 22.6014], [2.3676, -11.0105, 23.4981], [3.6720, -10.8848, 23.8464], [4.2984, -9.9988, 24.9023], [5.8289, -10.4110, 24.8194], [5.9413, -11.3439, 23.6452], [7.0230, -11.9462, 23.0728], [6.7794, -12.6894, 21.8734], [5.5330, -12.9318, 21.3641], [5.1905, -13.4078, 19.5386], [6.0712, -12.0880, 18.6370], [6.5442, -12.2631, 17.3364], [7.0604, -11.1686, 16.6548], [7.0136, -9.8921, 17.1928], [6.4989, -9.6968, 18.4707], [6.0572, -10.8146, 19.1764], [6.2636, -14.8538, 19.1517], [5.6531, -16.1012, 18.9364], [6.4213, -17.2340, 18.6388], [7.8084, -17.1062, 18.5682], [8.4326, -15.8866, 18.7347], [7.6716, -14.7516, 19.0400], [4.3836, -12.5334, 22.1387], [4.6602, -11.6184, 23.1677], [1.9624, -14.4947, 23.6207], [0.0862, -15.6422, 24.7555], [-2.4553, -16.9738, 24.2324], [-3.0837, -15.4474, 23.5982], [-2.8884, -18.1008, 22.2764], [-4.0142, -16.7742, 21.9080], [-2.4781, -17.6890, 19.2899], [-0.9154, -16.4024, 17.8698], [-0.5303, -12.1576, 18.1326], [-2.3739, -11.3798, 16.6643], [-3.0009, -12.7174, 14.6143], [-1.9114, -14.8972, 14.2712], [-0.2859, -15.7402, 15.8297], [1.8436, -15.2632, 15.4040], [2.9932, -17.2472, 14.4695], [3.4556, -19.1842, 15.8771], [2.7188, -19.2573, 18.1956], [1.6209, -17.3242, 19.1985], [0.9852, -12.2570, 22.4219], [1.5359, -10.4526, 23.8934], [4.1941, -8.9593, 24.5968], [3.8554, -10.1523, 25.8767], [6.4776, -9.5368, 24.7508], [6.1623, -10.9310, 25.7091], [8.0322, -11.7966, 23.4482], [7.6368, -13.0388, 21.2872], [6.5382, -13.2154, 16.9026], [7.5516, -11.3235, 15.7391], [7.3968, -9.0764, 16.6012], [6.4574, -8.6835, 18.9004], [5.7359, -10.6537, 20.2285], [4.5766, -16.1964, 18.9725], [5.9512, -18.2155, 18.4532], [8.3875, -18.0032, 18.3501], [9.4780, -15.8194, 18.6281], [8.1776, -13.8077, 19.1909], [1.3547, -10.6653, 19.5058], [2.1173, -9.8658, 18.1128], [1.8510, -8.5541, 17.7789], [2.3122, -7.9547, 16.6451], [3.1675, -8.7124, 15.8550], [3.4159, -10.0067, 16.2428], [2.9309, -10.5994, 17.3392], [1.2046, -8.0054, 18.4627], [1.9828, -6.9583, 16.3455], [3.5866, -8.3447, 14.9391], [4.0629, -10.6080, 15.5914], [0.4761, -11.1985, 10.9061], [1.4276, -12.0812, 12.3134], [0.9369, -12.1138, 13.5916], [1.7287, -12.6110, 14.6449], [2.9728, -13.1042, 14.3989], [3.4302, -13.1149, 13.0497], [2.6536, -12.6435, 12.0100], [3.8782, -13.5292, 15.5471], [5.0559, -13.7638, 15.2751], [3.4001, -13.6420, 16.7451], [-0.0589, -11.7869, 13.8483], [1.3320, -12.5320, 15.6102], [4.4124, -13.5012, 12.8746], [3.0385, -12.6608, 10.9960]], "forces_ev_per_angstrom": [[0.1094, 1.3977, 0.0313], [0.1266, -0.0490, 0.5592], [-0.1326, -0.0934, 0.4287], [-0.1726, 0.1728, -0.0592], [-0.2192, 0.5006, -0.1485], [-0.4705, 0.0241, -1.4159], [-0.2765, -0.0199, -0.5350], [0.7369, -0.0362, -0.3839], [0.0478, -0.5797, 0.0888], [-0.4111, 0.8094, 0.3491], [-0.6894, -0.7582, -0.4244], [0.2491, 0.4171, 1.2673], [-0.1536, -0.0126, -0.8098], [0.0637, -0.0262, 0.6463], [-0.0368, -0.0923, -0.5185], [0.2268, -1.1288, 0.6302], [-0.2116, 0.4851, -0.4123], [0.1567, -0.0403, 0.0739], [-0.4011, 0.2002, 0.5448], [-0.6274, 0.6818, -0.1485], [0.1075, -0.2832, -0.0951], [0.6881, -0.7134, 0.0451], [-0.0985, 0.6039, -0.2907], [-0.0052, -0.4361, -0.0687], [0.0664, 0.0082, 0.8176], [-0.4130, -0.4295, 1.2559], [-0.7885, -0.9805, 0.7842], [1.3555, 0.0896, -0.4823], [0.5885, -0.6618, -0.1539], [0.1875, -0.1114, -0.4482], [-0.6174, -0.4378, -0.0714], [0.0370, 0.5074, 0.5185], [1.1557, -0.4780, -0.9806], [-0.3414, 0.4620, 0.4019], [0.5424, 0.1705, 0.3463], [-0.2442, -0.1443, -0.5187], [0.7113, -0.0484, -0.1267], [-1.1641, -0.5363, -0.8980], [0.8780, -0.0284, 0.4654], [-0.2367, 0.1945, 0.0927], [0.2401, 1.1853, 0.8526], [-0.3937, -0.1273, 0.9819], [-0.0808, -0.0549, 0.2090], [0.0340, 0.1133, -0.2174], [-0.0624, 1.1969, 1.2708], [0.2341, -0.4468, 0.0380], [0.3676, -0.2044, -0.2798], [0.0063, 0.3032, 0.1157], [-0.4232, -0.8322, -0.2638], [-1.4128, 0.5367, 0.3616], [-0.5739, -0.5986, 0.0341], [0.2524, 0.9994, -0.1884], [-0.5953, -0.4687, -0.0722], [0.0389, -0.2762, -0.3049], [0.2201, 0.0544, 1.3023], [-0.0279, -0.1415, 0.5761], [-0.3498, 0.2899, 0.3427], [-0.1499, 0.1746, -0.1802], [0.3790, -0.1019, -0.1257], [-0.1471, 0.2418, -0.0303], [-0.1652, -0.2326, -0.3542], [-0.0718, 0.2820, -0.2635], [-0.0135, 0.0475, -0.1597], [0.1209, 0.0451, 0.2418], [-0.1070, -0.2152, -0.6092], [0.2439, -0.3898, -0.1317], [-0.0489, 0.1943, -0.2003], [-0.0187, 0.1980, -0.2457], [0.1870, -0.2444, -0.3464], [-0.1081, 0.4090, -0.1898], [0.2396, 0.3386, -0.8986], [0.0432, 0.1515, -0.0572], [0.1501, 0.3220, 0.4179], [-0.1123, 0.1349, 0.2141], [-0.0240, 0.0547, 0.2264], [-0.0279, 0.0077, -0.1993], [-0.0962, -0.1494, 0.3609], [-0.1393, -0.0589, -0.1566], [-0.2375, 0.2126, 0.2643], [0.0191, -1.1488, -0.6623], [0.3013, -0.1748, -1.2451], [0.0567, 0.2447, 0.0467], [0.0013, -0.6608, -0.1265], [0.0465, -0.1801, -0.8682], [-0.0045, 0.1286, 0.0749], [0.2078, 0.7059, 0.1686], [0.0357, 0.2657, 0.0081], [1.1111, 0.1643, -0.0322], [-0.0841, 0.1015, -0.1028], [0.8606, -0.4626, -0.7123], [0.0077, -0.9068, 0.4338], [-1.3415, 1.2401, 1.2161], [0.3178, -0.0228, -0.5510], [-0.3411, 0.0895, -0.0247], [0.9483, -0.7537, -0.5754], [-0.1990, -0.2893, 0.0752], [0.0242, -0.0808, -0.2039], [0.2462, -0.2055, 0.2436], [0.1243, 0.1010, -0.2563], [-0.2127, 0.0055, 0.4492], [-0.0340, -0.2592, 0.2839], [-0.3814, 0.0965, -0.4141], [-0.1116, -0.0833, 0.8055], [-0.6831, 0.5259, -1.7473], [0.7739, 0.0326, -0.4998], [-0.3100, -0.2777, 1.1153], [0.7142, 0.0210, 0.2051], [1.2062, -0.3709, 0.0814], [-0.4730, -0.0178, -0.1857], [-0.3988, 0.4695, -0.7126], [-0.0490, 0.3301, -0.2192], [-0.3643, -0.0688, 1.2683], [0.4034, -0.1767, -0.1317], [-0.1117, 0.0680, 0.1031]]}

(2)
{"formula": "C3H5NO5", "method": "ωB97M-V with the def2-TZVPD basis set", "homo_energy_ev": -9.79, "orbital_gap_ev": 9.20, "relative_energy_ev": 1.5501, "lumo_ev": -0.59, "total_charge": 0, "symbols": ["C", "C", "C", "N", "O", "O", "O", "O", "O", "H", "H", "H", "H", "H"], "coordinates": [[0.6051, 0.5653, 0.0334], [0.6637, 0.3760, -1.4674], [-0.7277, -0.3405, 0.3455], [-0.3870, -1.6981, 0.5442], [1.7759, 0.1237, 0.6408], [0.2804, 1.8700, 0.3370], [-1.1209, -0.1576, -1.3704], [1.2899, -0.0385, -2.3509], [-1.5369, 0.2824, 1.0865], [2.4015, 0.8651, 0.5974], [-0.5359, 1.7409, 0.9097], [-1.7795, 0.5423, -1.2268], [-1.2119, -2.2807, 0.6317], [0.2831, -1.8504, 1.2893]], "forces_ev_per_angstrom": [[-0.3449, 0.4338, 0.6660], [-0.1370, -2.4700, -1.0813], [1.2572, 1.0392, 1.8091], [-0.2892, -0.2181, -1.1052], [-0.3481, 0.3160, -0.4546], [-0.2084, -0.5822, 0.1424], [0.8103, 0.1412, 0.3179], [-1.3712, 1.3569, 1.3208], [0.3078, -0.4158, -1.3459], [-0.0685, -0.1916, 0.2388], [0.2196, 0.0649, -0.2615], [0.1786, 0.1309, -0.3402], [0.1611, 0.1378, 0.2314], [-0.1674, 0.2569, -0.1379]]}

(3)
{"formula": "C6H13BF3O3", "method": "ωB97M-V with the def2-TZVPD basis set", "homo_energy_ev": -5.49, "orbital_gap_ev": 8.20, "lumo_ev": 2.70, "total_charge": -1, "symbols": ["C", "B", "C", "F", "F", "F", "H", "H", "H", "H", "H", "C", "C", "O", "C", "O", "O", "C", "H", "H", "H", "H", "H", "H", "H", "H"], "coordinates": [[-4.4367, 2.4456, 1.2525], [-3.9003, 0.9222, 1.5186], [-2.3156, 0.7915, 1.2369], [-1.5121, 1.7372, 1.8727], [-1.9328, 0.9004, -0.1009], [-1.7497, -0.4185, 1.6374], [-5.4129, 2.5780, 1.7458], [-4.5847, 2.6834, 0.1877], [-3.7662, 3.2084, 1.6729], [-4.4487, 0.1045, 0.7903], [-4.0555, 0.5960, 2.6909], [1.9200, 0.1422, 1.0365], [1.0783, -0.5084, -0.0363], [1.7376, -0.4578, -1.3283], [2.6820, -1.3526, -1.5321], [2.9941, -2.2664, -0.8106], [3.1537, -1.1857, -2.7799], [4.1171, -2.1587, -3.1715], [2.1606, 1.1688, 0.7569], [1.3470, 0.1683, 1.9631], [2.8472, -0.4062, 1.2076], [0.1496, 0.0360, -0.1656], [0.8486, -1.5443, 0.2059], [3.7215, -3.1664, -3.0570], [5.0249, -2.0620, -2.5766], [4.3330, -1.9556, -4.2170]], "forces_ev_per_angstrom": [[-0.1263, -0.0069, 0.0117], [-0.1050, 0.0634, 0.0541], [0.4450, -0.0713, 0.0536], [-0.2367, -0.3735, -0.2846], [-0.0699, -0.0114, 0.4576], [-0.1352, 0.4624, -0.2650], [0.1472, 0.0252, -0.1383], [0.0881, -0.0180, 0.1531], [-0.0771, -0.0530, -0.0414], [0.0242, -0.0280, 0.0197], [0.0609, 0.0196, -0.0095], [0.0836, -0.0053, -0.0291], [-0.0884, 0.0801, 0.2613], [0.1865, 0.2408, 0.1215], [-0.7832, -0.6008, -0.4477], [0.3340, 0.1467, 0.2541], [0.2223, 0.1690, 0.0275], [0.0579, 0.0314, -0.0339], [-0.0253, 0.0070, 0.0159], [-0.0221, 0.0096, -0.0001], [-0.0158, -0.0230, 0.0006], [0.0018, -0.0340, -0.1592], [0.0433, -0.0154, -0.0567], [-0.0088, 0.0023, 0.0218], [0.0005, -0.0354, 0.0088], [-0.0015, 0.0186, 0.0046]]}

(4)
{"formula": "C12H24Cl2InN2S", "method": "ωB97M-V with the def2-TZVPD basis set", "homo_energy_ev": [-1.58, -1.23], "orbital_gap_ev": [3.92, 3.46], "lumo_ev": [2.34, 2.22], "total_charge": -1, "symbols": ["In", "Cl", "Cl", "C", "H", "H", "C", "C", "H", "C", "H", "C", "H", "H", "C", "H", "H", "C", "H", "H", "H", "H", "C", "C", "N", "C", "S", "N", "C", "C", "H", "H", "H", "H", "H", "H", "H", "H", "H", "H", "H", "H"], "coordinates": [[-0.0471, 2.2259, 0.9727], [-0.1920, 3.4139, -1.0427], [1.6458, 1.8225, 2.6074], [0.4117, -1.9543, -0.6435], [-0.4218, -1.9952, 0.0573], [1.2871, -1.4423, -0.2765], [-1.3304, -1.4550, -2.4279], [0.1435, -1.8500, -2.0384], [-2.1230, -2.1740, -2.1753], [1.0955, -1.0645, -3.0004], [0.1528, -2.9629, -2.3919], [0.7615, 0.4434, -3.1037], [2.1683, -1.1769, -2.7343], [0.9148, -1.5132, -4.0007], [-0.6353, 0.6812, -3.6698], [0.8278, 0.9435, -2.1197], [1.4848, 0.8857, -3.8082], [-1.6848, -0.0983, -2.7957], [-0.8705, 1.7613, -3.6689], [-0.7107, 0.3036, -4.7014], [-1.9175, 0.5556, -1.9315], [-2.6229, -0.1593, -3.3821], [-1.7354, -2.9591, 3.9058], [-0.4828, -2.1441, 3.6602], [-0.6992, -0.9572, 2.8049], [-1.6837, -0.0726, 2.9449], [-2.1280, 1.0300, 1.6343], [-2.4403, -0.0507, 4.0660], [-1.7806, 0.1039, 5.4232], [-0.6748, 1.1184, 5.4472], [-2.5762, -2.3569, 4.2669], [-1.5208, -3.7443, 4.6349], [-2.0408, -3.4713, 2.9914], [-0.0508, -1.8059, 4.6141], [0.2672, -2.7635, 3.1442], [-0.1181, -0.8702, 1.9610], [-3.2543, 0.5593, 3.9375], [-2.5921, 0.4111, 6.0911], [-1.4596, -0.9012, 5.7245], [-0.9802, 2.0540, 4.9767], [-0.4079, 1.3301, 6.4807], [0.2214, 0.7471, 4.9527]], "forces_ev_per_angstrom": [[0.2151, -0.0714, 0.1414], [-0.0045, 0.7032, -1.2145], [0.8715, -0.2546, 0.7079], [0.5291, 1.1636, 2.9588], [-0.1026, -0.0464, -0.0320], [0.4531, 0.1853, 0.3714], [1.7065, -1.2283, 0.8901], [-1.9857, -1.9290, -3.7017], [0.3517, 0.3680, -0.0583], [-0.4200, -0.0250, 0.3324], [0.2140, 1.2900, -0.4052], [0.1844, -0.2054, -0.2382], [-0.6081, -0.1663, -0.0318], [0.3716, 0.2509, 0.3520], [-0.4929, -0.6335, 0.6778], [0.1790, -0.2546, -0.4549], [0.0067, 0.1425, 0.4325], [-0.7341, 1.6218, -1.1015], [0.0192, -0.4605, -0.0224], [0.1563, 0.1058, 0.1373], [0.0821, -0.2183, 0.0429], [0.1114, 0.2736, 0.2806], [-0.3124, -0.3853, -0.0936], [0.4204, 0.5160, -0.0704], [0.0797, -0.0103, -0.0297], [-0.1351, 0.3765, -1.9763], [-0.7464, -1.5127, 1.3587], [-0.2046, 0.8223, 1.2650], [-1.1733, -0.6631, -0.8004], [0.4045, 0.0524, 0.0767], [0.2705, -0.1948, -0.0701], [0.0355, 0.0954, 0.0525], [-0.0483, 0.1573, -0.0381], [0.0557, -0.1929, -0.2277], [-0.2420, 0.3600, 0.1861], [-0.4077, -0.0847, 0.1707], [0.6953, -0.2515, 0.1187], [0.0796, -0.1695, -0.0920], [0.0261, 0.3508, 0.1958], [0.0516, -0.0674, -0.0486], [0.0427, 0.0425, 0.1404], [0.0047, 0.1474, -0.1823]]}

In Eh/bohr, the max |F| values for the records above are, in order, 0.0427, 0.0525, 0.0211, 0.0899.